No. 1
Molecular formula: C14H16
Method: DFT, ωB97M-V/def2-TZVPD

Geometry as XYZ:
```
30
Properties=species:S:1:pos:R:3:lowdin_charge:R:1
C -0.471 -3.014 -4.110 -0.057
C 0.291 -2.810 -2.839 -0.288
C -0.342 -2.186 -1.756 -0.052
C 0.340 -1.709 -0.655 -0.074
C 1.720 -1.954 -0.620 -0.100
C 2.321 -2.714 -1.587 -0.094
C 1.604 -3.208 -2.688 -0.047
H -0.503 -4.054 -4.428 0.078
H 0.085 -2.512 -4.903 0.081
H -1.483 -2.606 -4.129 0.077
H -1.408 -2.004 -1.862 0.108
H -0.093 -1.130 0.135 0.061
H 2.291 -1.516 0.187 0.099
H 3.382 -2.922 -1.548 0.100
H 2.121 -3.871 -3.367 0.111
C -2.869 3.534 1.662 -0.062
C -1.539 2.909 1.952 -0.291
C -1.232 1.690 1.356 -0.044
C 0.016 1.119 1.545 -0.075
C 0.920 1.722 2.410 -0.094
C 0.603 2.923 3.018 -0.089
C -0.624 3.536 2.778 -0.052
H -3.353 3.166 0.762 0.071
H -2.748 4.609 1.476 0.080
H -3.591 3.446 2.478 0.082
H -2.013 1.173 0.818 0.109
H 0.277 0.193 1.068 0.052
H 1.801 1.195 2.750 0.101
H 1.293 3.351 3.729 0.099
H -0.873 4.487 3.233 0.112
```

Properties
HOMO ... -0.331 Ha
Total energy ... -14777.2285 eV
LUMO ... 0.0346 Ha
SMILES ... Cc1ccccc1.Cc1ccccc1



No. 2
Molecular formula: C14H16
Method: DFT, ωB97M-V/def2-TZVPD

Geometry as XYZ:
```
30
Properties=species:S:1:pos:R:3:lowdin_charge:R:1
C -0.151 0.776 3.546 -0.060
C -0.930 -0.344 2.943 -0.284
C -0.475 -1.038 1.819 -0.075
C -1.105 -2.156 1.308 -0.082
C -2.361 -2.482 1.816 -0.100
C -2.880 -1.767 2.885 -0.096
C -2.166 -0.734 3.471 -0.052
H 0.912 0.560 3.512 0.076
H -0.411 1.031 4.567 0.073
H -0.308 1.732 3.033 0.082
H 0.480 -0.655 1.468 0.107
H -0.608 -2.702 0.514 0.104
H -2.884 -3.349 1.439 0.097
H -3.883 -2.023 3.214 0.102
H -2.523 -0.214 4.355 0.108
C -0.228 1.929 -1.057 -0.052
C 0.793 1.482 -2.070 -0.278
C 0.405 0.630 -3.097 -0.063
C 1.347 -0.031 -3.877 -0.090
C 2.692 0.313 -3.767 -0.097
C 3.078 1.131 -2.710 -0.099
C 2.159 1.673 -1.832 -0.055
H 0.028 2.896 -0.620 0.076
H -0.219 1.265 -0.183 0.066
H -1.229 1.954 -1.486 0.078
H -0.622 0.370 -3.308 0.107
H 1.037 -0.644 -4.722 0.102
H 3.430 0.005 -4.491 0.097
H 4.139 1.230 -2.551 0.097
H 2.401 2.102 -0.863 0.113
```

Properties
HOMO ... -0.328 Ha
Total energy ... -14777.2726 eV
LUMO ... 0.0320 Ha
SMILES ... Cc1ccccc1.Cc1ccccc1



No. 3
Molecular formula: C14H16
Method: DFT, ωB97M-V/def2-TZVPD

Geometry as XYZ:
```
30
Properties=species:S:1:pos:R:3:lowdin_charge:R:1
C 1.043 0.803 2.105 -0.074
C -0.444 1.239 2.136 -0.296
C -1.014 2.155 1.188 -0.072
C -2.347 2.515 1.190 -0.053
C -2.982 2.217 2.492 -0.071
C -2.424 1.342 3.416 -0.104
C -1.123 0.866 3.242 -0.098
H 1.312 -0.062 2.866 0.101
H 1.767 1.664 2.291 0.087
H 1.266 0.346 1.097 0.068
H -0.304 2.594 0.461 0.115
H -2.788 3.125 0.399 0.097
H -3.931 2.626 2.767 0.080
H -2.815 1.086 4.361 0.084
H -0.587 0.271 4.072 0.137
C 2.946 -2.028 -3.187 -0.076
C 1.646 -1.643 -2.600 -0.279
C 1.070 -2.414 -1.548 -0.036
C -0.126 -2.066 -0.886 -0.093
C -0.811 -1.055 -1.480 -0.118
C -0.288 -0.364 -2.573 -0.124
C 0.955 -0.517 -3.037 -0.077
H 2.841 -2.316 -4.223 0.077
H 3.267 -2.851 -2.655 0.031
H 3.934 -1.438 -3.188 0.114
H 1.664 -3.223 -1.054 0.117
H -0.386 -2.730 -0.114 0.089
H -1.783 -0.915 -1.017 0.105
H -0.909 0.566 -2.674 0.120
H 1.352 0.205 -3.847 0.148
```

Properties
HOMO ... -0.323 Ha
Total energy ... -14775.4550 eV
LUMO ... 0.0334 Ha
SMILES ... Cc1ccccc1.Cc1ccccc1



No. 4
Molecular formula: C14H16
Method: DFT, ωB97M-V/def2-TZVPD

Geometry as XYZ:
```
30
Properties=species:S:1:pos:R:3:lowdin_charge:R:1
C 1.126 -1.573 2.032 -0.073
C 1.407 -0.098 2.006 -0.296
C 1.210 0.649 0.848 -0.037
C 1.633 1.978 0.904 -0.095
C 2.218 2.432 2.061 -0.135
C 2.492 1.710 3.196 -0.088
C 2.091 0.383 3.147 -0.055
H 2.134 -2.022 1.965 0.094
H 0.654 -1.889 1.105 0.051
H 0.384 -1.896 2.822 0.102
H 0.661 0.303 -0.022 0.098
H 1.413 2.693 0.113 0.102
H 2.251 3.560 2.081 0.118
H 2.668 2.147 4.156 0.097
H 1.929 -0.355 3.960 0.120
C -1.977 1.580 -1.424 -0.075
C -1.763 0.174 -1.864 -0.300
C -2.018 -0.796 -0.854 -0.052
C -1.730 -2.135 -1.111 -0.087
C -1.526 -2.544 -2.436 -0.105
C -1.384 -1.583 -3.427 -0.085
C -1.395 -0.186 -3.136 -0.038
H -1.960 1.679 -0.331 0.074
H -2.994 1.940 -1.685 0.086
H -1.389 2.362 -1.943 0.086
H -2.467 -0.479 0.068 0.105
H -1.734 -2.971 -0.436 0.095
H -1.382 -3.561 -2.783 0.099
H -1.436 -1.864 -4.487 0.103
H -1.197 0.455 -3.937 0.090
```

Properties
HOMO ... -0.325 Ha
Total energy ... -14776.2492 eV
LUMO ... 0.0340 Ha
SMILES ... Cc1ccccc1.Cc1ccccc1



No. 5
Molecular formula: C14H16
Method: DFT, ωB97M-V/def2-TZVPD

Geometry as XYZ:
```
30
Properties=species:S:1:pos:R:3:lowdin_charge:R:1
C 1.520 -0.783 -3.280 -0.081
C 1.797 0.341 -2.406 -0.328
C 0.862 0.565 -1.323 -0.028
C 1.139 1.493 -0.326 -0.028
C 2.373 2.206 -0.572 -0.132
C 3.212 2.050 -1.568 -0.102
C 2.845 1.138 -2.604 -0.055
H 1.594 -1.715 -2.654 0.104
H 2.349 -1.028 -3.916 0.066
H 0.608 -0.856 -3.870 0.085
H 0.050 -0.210 -1.370 0.105
H 0.634 1.621 0.583 0.071
H 2.681 2.840 0.220 0.087
H 4.126 2.710 -1.601 0.126
H 3.555 0.955 -3.398 0.110
C -1.828 -2.902 2.193 -0.069
C -1.897 -1.501 1.870 -0.279
C -1.877 -0.898 0.599 -0.033
C -2.065 0.519 0.449 -0.068
C -2.051 1.240 1.630 -0.145
C -1.989 0.754 2.896 -0.093
C -1.989 -0.626 3.008 -0.035
H -0.879 -3.202 2.263 0.038
H -2.144 -3.527 1.336 0.101
H -2.294 -3.084 3.182 0.098
H -1.931 -1.585 -0.183 0.082
H -2.182 0.992 -0.543 0.115
H -2.007 2.285 1.713 0.087
H -2.117 1.397 3.720 0.094
H -2.095 -1.188 3.951 0.107
```

Properties
HOMO ... -0.326 Ha
Total energy ... -14775.7138 eV
LUMO ... 0.0330 Ha
SMILES ... Cc1ccccc1.Cc1ccccc1



No. 6
Molecular formula: C14H16AlN2O2SSe
Method: DFT, ωB97M-V/def2-TZVPD

Geometry as XYZ:
```
37
Properties=species:S:1:pos:R:3:lowdin_charge:R:1
Al -0.069 -0.202 0.206 0.100
C -2.337 -2.199 -0.982 -0.040
O -0.988 -1.743 -0.889 -0.273
C -0.138 -2.340 -1.858 -0.124
C 1.158 -1.550 -1.729 -0.127
O 0.803 -0.183 -1.624 -0.217
C 0.663 0.491 -2.869 0.004
H -2.386 -3.275 -0.795 0.118
H -2.743 -1.983 -1.976 0.114
H -2.918 -1.669 -0.224 0.075
H -0.581 -2.229 -2.856 0.143
H 0.011 -3.404 -1.645 0.157
H 1.850 -1.725 -2.555 0.159
H 1.641 -1.810 -0.778 0.139
H 1.618 0.509 -3.396 0.117
H 0.370 1.511 -2.640 0.108
H -0.093 0.022 -3.502 0.109
S 2.579 2.562 2.170 1.093
C 3.513 1.139 2.169 -0.377
C 2.916 0.105 1.507 -0.169
C 1.664 0.437 0.952 -0.184
C 1.350 1.767 1.238 -0.522
C 0.111 2.384 0.892 -0.279
C -0.270 3.655 1.343 0.002
C -1.526 4.133 1.052 -0.005
C -2.398 3.344 0.293 -0.025
C -1.959 2.120 -0.148 -0.076
N -0.732 1.641 0.131 0.059
H 4.461 1.126 2.674 0.075
H 3.382 -0.862 1.413 0.104
H 0.425 4.218 1.948 0.109
H -1.836 5.097 1.425 0.125
H -3.406 3.668 0.087 0.117
H -2.603 1.463 -0.724 0.128
Se -1.257 -1.105 2.072 0.890
C -0.814 0.346 3.038 -0.755
N -0.581 1.296 3.639 0.128
```

Properties
HOMO ... -0.414 Ha
Total energy ... -104626.6816 eV
LUMO ... -0.1194 Ha
Charge ... +1



| no. | largest force on an atom (hartree/bohr) |
| --- | --- |
| 1 | 0.03068 |
| 2 | 0.02949 |
| 3 | 0.10164 |
| 4 | 0.07153 |
| 5 | 0.08649 |
| 6 | 0.02822 |